{
  "formula": "C45H53Cl2F6NO10PS4SbSr",
  "method": "wB97M-V/def2-TZVPD",
  "elements": ["Sb", "Sr", "Cl", "Cl", "S", "S", "S", "S", "P", "F", "F", "F", "F", "F", "F", "O", "O", "O", "O", "O", "O", "O", "O", "O", "O", "N", "C", "C", "C", "C", "C", "C", "C", "C", "C", "C", "C", "C", "C", "C", "C", "C", "C", "C", "C", "C", "C", "C", "C", "C", "C", "C", "C", "C", "C", "C", "C", "C", "C", "C", "C", "C", "C", "C", "C", "C", "C", "C", "C", "C", "C", "H", "H", "H", "H", "H", "H", "H", "H", "H", "H", "H", "H", "H", "H", "H", "H", "H", "H", "H", "H", "H", "H", "H", "H", "H", "H", "H", "H", "H", "H", "H", "H", "H", "H", "H", "H", "H", "H", "H", "H", "H", "H", "H", "H", "H", "H", "H", "H", "H", "H", "H", "H", "H"],
  "coordinates": [[-1.533928, -1.688178, -2.872576], [0.815541, -0.048329, -0.019225], [2.322161, 0.914136, -2.645645], [-1.114264, -2.350587, 1.188170], [1.864469, 3.606135, 0.711494], [-2.928129, 1.611612, 0.052877], [5.235959, -1.792675, -0.847106], [2.593345, -2.554996, -0.222302], [0.140653, -0.269068, 3.300159], [6.090426, -3.754174, 0.692054], [1.272364, -4.391348, 1.078087], [7.627780, -2.693738, -0.400914], [2.434381, -5.140665, -0.579077], [3.414233, -4.550690, 1.254554], [6.350864, -4.109513, -1.426724], [0.875315, 1.053397, -2.368458], [1.129643, 2.295257, 0.808910], [5.261747, -0.979260, 0.330312], [2.942901, 0.674024, -1.332762], [-1.576331, 0.991646, 0.218160], [5.696236, -1.280591, -2.093997], [2.587428, -1.698267, 0.949994], [2.819255, 2.121325, -3.212522], [2.525674, -0.202454, -3.502846], [1.400908, -2.357998, -1.033575], [3.866405, -2.593122, -1.087191], [6.389664, -3.180032, -0.475832], [3.735911, -2.794951, 4.656592], [-4.420110, 2.956879, -3.429948], [-1.664449, 0.080841, -5.300382], [-0.585740, -3.131809, -4.201161], [-1.074260, 1.930073, 4.471101], [-1.497976, 3.979761, 0.522966], [1.514876, -1.290277, 3.919409], [0.771319, 2.258347, 6.505829], [-2.794264, 3.233826, 0.864107], [-2.664734, -0.470563, -4.282604], [-0.123933, -4.326013, -3.366230], [-3.093779, -2.884947, -1.925947], [-3.855005, -3.913597, -2.754825], [-2.021937, 2.912856, -3.663056], [5.089261, 3.146257, 3.852996], [0.909288, 1.204873, 5.608865], [-3.078980, -2.814155, 2.935718], [-4.308491, 2.457495, -2.141434], [-1.363663, -3.589474, -5.430836], [3.752621, 3.033561, 4.229381], [-0.640353, 4.235059, 1.759890], [-3.191843, -1.882672, 5.144506], [-3.724313, -2.697264, 4.155965], [4.431735, 3.621283, 1.591834], [1.347501, -2.527182, 4.534882], [2.457764, -3.278515, 4.897006], [-0.286383, 3.146824, 6.386217], [-3.890886, -1.069823, -4.961227], [0.716783, 4.846886, 1.445158], [2.423505, -4.272569, 0.421540], [-1.898968, 2.403095, -2.378291], [2.753497, 3.219836, 3.292974], [3.106994, 3.524642, 1.980876], [-3.276904, 3.192151, -4.184842], [3.910399, -1.557828, 4.051156], [-4.037870, -1.918912, -1.211090], [-1.358623, -1.259775, 3.679722], [-2.025572, -1.173815, 4.902832], [2.803824, -0.814027, 3.678269], [-1.218578, 2.973857, 5.369572], [-3.044709, 2.206327, -1.624966], [-1.910194, -2.104048, 2.717869], [-0.006572, 1.037745, 4.574670], [5.429325, 3.436902, 2.542749], [-1.163564, 4.907596, 2.446894], [0.304460, -2.586711, -4.527532], [0.352640, -2.914943, 4.716537], [-0.966488, -4.856786, -2.913032], [-3.000496, 0.363717, -3.660858], [2.948185, 0.130800, 3.163063], [-3.491815, -1.234224, -0.555883], [2.323168, -4.248172, 5.359278], [-1.621531, -0.536180, 5.678905], [-0.924890, 2.138739, -1.990423], [-1.734581, 4.924305, 0.028371], [-1.304664, -0.700134, -5.972750], [-5.194497, 2.259830, -1.547679], [1.711152, 3.104330, 3.569938], [-4.337764, -0.334771, -5.641422], [-5.398663, 3.154051, -3.847897], [-0.914099, 3.389999, -0.181788], [0.549394, -4.021124, -2.569007], [-3.644769, -1.951518, -5.553003], [1.193512, 5.255883, 2.333043], [-2.132091, 0.854796, -5.918820], [-3.683973, -1.797097, 6.104612], [4.902846, -1.190438, 3.824634], [-4.762210, -2.463777, -0.594928], [-3.368267, 3.575739, -5.192928], [1.490465, 2.378708, 7.306870], [-2.525338, -3.422582, -1.160672], [-4.379031, -3.461402, -3.596334], [4.681057, 3.811043, 0.554887], [-3.469051, -3.452473, 2.154129], [-4.659147, -1.354374, -4.242015], [0.632866, 5.642451, 0.702527], [5.868762, 2.991310, 4.587712], [-3.192268, -4.682076, -3.149498], [-0.391844, 3.965157, 7.086945], [-3.699103, 3.776492, 0.586664], [-0.490158, 3.294799, 2.286566], [6.468762, 3.500013, 2.250361], [-2.859648, 3.009891, 1.931278], [-4.609366, -1.314297, -1.921915], [-4.638845, -3.248411, 4.331979], [-2.281304, -4.112553, -5.162466], [-2.056150, 3.655073, 5.279420], [4.598879, -3.391321, 4.924282], [3.491552, 2.789503, 5.250823], [-4.606598, -4.417334, -2.135433], [-0.789300, 0.521849, -4.815792], [0.404234, -5.044423, -4.001262], [1.735438, 0.512129, 5.712123], [-1.130475, 3.069682, -4.256363], [-0.750562, -4.287603, -6.010836], [-1.629334, -2.766649, -6.092551], [-1.803622, 1.788525, 3.680810]],
  "forces_ev_per_angstrom": [[0.061, -0.012, 0.123], [-0.643, 0.686, -0.034], [0.167, -0.052, -0.090], [0.057, -0.020, -0.081], [0.113, -0.043, -0.195], [-0.040, 0.120, 0.035], [-0.067, 0.088, -0.146], [0.572, 0.110, -0.452], [0.045, -0.039, -0.054], [-0.021, -0.024, 0.033], [-0.176, 0.018, 0.085], [0.058, 0.000, 0.018], [0.006, -0.122, -0.169], [0.188, -0.004, 0.107], [0.011, -0.037, -0.013], [0.108, -0.021, 0.070], [-0.047, -0.181, 0.058], [-0.071, -0.038, 0.016], [-0.202, -0.083, -0.149], [0.265, -0.204, -0.029], [0.017, -0.014, 0.043], [-0.060, -0.001, 0.136], [-0.056, 0.037, 0.119], [-0.030, 0.072, 0.076], [-0.031, -0.201, 0.024], [-0.076, -0.090, 0.405], [-0.091, -0.005, -0.027], [0.008, -0.021, 0.015], [-0.005, 0.015, -0.031], [-0.002, -0.001, 0.022], [-0.042, 0.020, 0.043], [0.034, 0.004, -0.016], [-0.036, 0.038, 0.027], [-0.044, -0.047, 0.047], [-0.012, 0.005, 0.005], [0.057, 0.019, -0.016], [0.015, -0.004, -0.035], [-0.057, -0.031, -0.037], [-0.013, -0.016, -0.061], [-0.001, 0.032, 0.023], [0.023, 0.024, 0.029], [-0.008, 0.006, 0.013], [0.011, 0.024, -0.024], [-0.043, -0.018, 0.025], [-0.024, 0.005, 0.035], [0.039, 0.015, 0.019], [0.025, -0.006, 0.012], [-0.066, 0.051, 0.025], [0.007, 0.010, -0.005], [0.003, -0.008, -0.013], [0.020, 0.018, -0.024], [0.022, 0.033, -0.030], [0.020, 0.001, -0.001], [-0.008, -0.002, 0.011], [0.024, -0.002, -0.008], [-0.006, 0.010, -0.033], [0.005, 0.101, -0.031], [0.010, 0.035, -0.002], [-0.002, 0.019, -0.046], [-0.056, -0.079, 0.078], [-0.015, 0.002, -0.005], [-0.021, 0.020, -0.031], [-0.018, -0.016, 0.000], [-0.006, 0.001, -0.014], [-0.009, -0.015, 0.031], [0.006, -0.025, -0.018], [0.000, 0.013, -0.003], [0.031, -0.023, -0.004], [0.046, 0.035, 0.019], [0.035, -0.006, 0.037], [0.007, -0.008, -0.022], [0.010, -0.003, 0.002], [0.005, -0.004, -0.022], [0.003, -0.005, 0.009], [-0.001, 0.010, -0.026], [-0.009, -0.040, -0.003], [-0.005, -0.006, -0.010], [0.005, -0.007, 0.013], [-0.003, 0.006, -0.003], [-0.010, -0.016, -0.005], [-0.043, 0.019, -0.006], [-0.008, -0.005, -0.003], [0.001, 0.018, 0.004], [0.016, -0.007, -0.008], [-0.006, 0.004, 0.014], [0.013, 0.000, 0.006], [0.006, -0.005, -0.001], [0.019, -0.029, -0.008], [0.050, 0.016, 0.049], [-0.007, -0.015, -0.006], [-0.008, 0.002, 0.023], [0.004, -0.014, -0.002], [0.007, 0.001, -0.011], [-0.003, -0.005, 0.013], [0.003, 0.013, -0.003], [-0.002, 0.004, 0.007], [-0.005, -0.005, -0.009], [-0.006, -0.012, 0.013], [-0.011, 0.016, -0.020], [-0.004, -0.001, 0.013], [0.009, 0.008, 0.009], [-0.007, -0.002, 0.014], [0.026, -0.011, 0.000], [-0.007, 0.001, 0.003], [0.011, -0.019, -0.031], [-0.001, -0.008, -0.006], [-0.002, 0.003, -0.011], [0.006, -0.073, 0.030], [-0.010, -0.001, -0.002], [0.003, -0.019, 0.006], [0.011, 0.000, -0.001], [0.009, 0.003, 0.001], [-0.050, -0.018, 0.024], [0.010, -0.011, -0.002], [-0.009, 0.005, -0.001], [0.005, 0.001, 0.002], [0.009, 0.005, -0.002], [-0.005, -0.004, -0.003], [0.019, 0.014, 0.027], [-0.014, 0.020, 0.016], [-0.010, -0.010, 0.000], [-0.005, 0.000, 0.004], [-0.003, 0.001, 0.004], [-0.019, 0.020, -0.018]],
  "mulliken_charge": [-0.5743, 3.0306, 1.7713, 0.0402, 0.1015, 0.1787, 0.9980, 1.1981, 1.2586, -0.2093, -0.2005, -0.2052, -0.1953, -0.1492, -0.2288, -0.8090, 0.0553, -0.5755, -0.3680, -0.1971, -0.6183, -0.2178, -0.7314, -0.6260, -0.4337, -0.4545, 0.5007, -0.7939, -0.7132, -1.4621, 0.5757, -0.5398, 0.5985, 0.8502, -0.5056, -0.9888, 2.3485, -1.2248, 0.4900, -1.5131, -1.0368, -0.7275, -0.6281, -0.7382, -0.9715, -1.4276, -0.4900, -0.3835, -0.9012, -0.6157, -0.6493, -0.8123, -0.6986, -0.7217, -1.5017, -1.3230, 0.3118, -0.0836, 0.2699, 0.3875, -0.5765, -0.6055, -1.0092, -0.9022, -0.1511, -0.4067, -0.5134, 1.2400, 0.2599, -0.0564, -0.6497, 0.8160, 0.4799, 0.3911, 0.1608, -1.3865, 0.3228, -0.0404, 0.4177, 0.5011, -0.0176, 0.5021, 0.3426, 0.4643, 0.1472, 0.4735, 0.4311, -0.7532, -0.0448, 0.2232, 0.4663, 0.4333, 0.4288, 0.4940, 0.4828, 0.4320, 0.4696, 0.3409, 0.1961, 0.4177, 0.5084, 0.3040, 0.6132, 0.4162, 0.2985, 0.3915, 0.5535, -0.3940, 0.4029, 0.5812, 0.1902, 0.3946, 0.1696, 0.4466, 0.3740, 0.4454, 0.4720, 0.2194, 0.4747, 0.4708, 0.5085, 0.4877, 0.2692, 0.4607],
  "charge": 0,
  "relative_energy_ev": 0.239,
  "lumo_energy_ev": -0.003,
  "orbital_gap_ev": 7.7,
  "largest_force_ev_per_a": 0.940
}